No. 1
Molecular formula: C16H42BO6
Method: DFT, the ωB97M-V functional and the def2-TZVPD basis

CARTESIAN COORDINATES (ANGSTROEM)
1 B -3.25 1.24 2.46
2 C -2.80 -0.23 1.80
3 C -2.87 -0.48 0.27
4 C -2.62 0.73 -0.65
5 C -3.88 1.49 -1.05
6 H -4.18 1.08 3.26
7 H -2.30 1.74 3.09
8 H -3.60 2.07 1.61
9 H -3.39 -1.03 2.27
10 H -1.76 -0.46 2.09
11 H -3.85 -0.90 -0.01
12 H -2.14 -1.26 0.00
13 H -2.13 0.35 -1.56
14 H -1.91 1.40 -0.16
15 H -3.73 2.57 -1.08
16 H -4.69 1.31 -0.34
17 H -4.23 1.17 -2.05
18 C 2.59 0.22 -2.40
19 O 1.58 -0.62 -2.96
20 C 0.27 -0.09 -2.79
21 C -0.28 0.46 -4.09
22 O 0.48 1.57 -4.57
23 C 1.43 1.22 -5.55
24 H 3.56 -0.15 -2.74
25 H 2.47 1.25 -2.72
26 H 2.55 0.20 -1.31
27 H 0.27 0.69 -2.03
28 H -0.38 -0.89 -2.44
29 H -1.30 0.80 -3.92
30 H -0.30 -0.33 -4.84
31 H 0.95 0.94 -6.49
32 H 2.07 0.40 -5.22
33 H 2.05 2.10 -5.72
34 C 1.66 -3.94 2.61
35 O 0.56 -4.74 2.25
36 C -0.68 -4.04 2.25
37 C -1.09 -3.58 0.87
38 O -0.18 -2.64 0.34
39 C 0.70 -3.12 -0.64
40 H 2.56 -4.52 2.40
41 H 1.69 -3.01 2.03
42 H 1.64 -3.68 3.67
43 H -0.61 -3.16 2.91
44 H -1.44 -4.71 2.66
45 H -2.07 -3.10 0.94
46 H -1.18 -4.45 0.21
47 H 0.17 -3.33 -1.58
48 H 1.24 -4.02 -0.33
49 H 1.41 -2.31 -0.83
50 C 2.19 4.14 2.90
51 O 1.31 3.06 3.05
52 C 0.53 2.78 1.89
53 C 1.11 1.62 1.12
54 O 2.43 1.88 0.65
55 C 3.42 1.27 1.45
56 H 2.83 4.17 3.78
57 H 2.81 4.04 2.00
58 H 1.65 5.10 2.83
59 H 0.50 3.67 1.25
60 H -0.49 2.53 2.20
61 H 0.47 1.42 0.25
62 H 1.10 0.72 1.75
63 H 3.43 0.18 1.32
64 H 3.28 1.50 2.51
65 H 4.39 1.67 1.13

Summary:
LUMO (eV): 2.681
HOMO (eV): -4.7
Frontier orbital gap (eV): 7.33
2S+1: 1
Net charge: -1
Calculated total energy (Ha): -1110.96715

Atom charges from the Mulliken analysis, given in e for atoms 1 to 6: 0.382, -0.528, 0.151, 1.349, -1.730, -0.236

No. 2
Molecular formula: C31H55Ge2N4O3P2V
Method: DFT, the ωB97M-V functional and the def2-TZVPD basis

CARTESIAN COORDINATES (ANGSTROEM)
1 V 0.40 -0.31 0.18
2 C 0.46 0.34 3.99
3 N -0.89 -0.22 3.89
4 C -1.95 0.66 4.35
5 P -1.12 -1.53 2.96
6 O -0.12 -1.71 1.87
7 O -2.61 -1.32 2.30
8 P -2.79 -0.35 1.01
9 O -1.47 0.34 0.81
10 N -3.97 0.71 1.31
11 C -5.29 0.26 1.74
12 C -3.74 2.16 1.34
13 N -3.29 -1.35 -0.16
14 C -4.27 -0.99 -1.18
15 C -2.49 -2.53 -0.50
16 N -1.24 -2.86 3.88
17 C -1.91 -2.83 5.18
18 C -1.21 -4.18 3.24
19 H 0.67 0.61 5.02
20 H 0.55 1.23 3.37
21 H 1.20 -0.40 3.66
22 H -1.78 0.94 5.39
23 H -2.92 0.16 4.29
24 H -1.99 1.57 3.75
25 H -5.37 -0.82 1.64
26 H -6.06 0.73 1.13
27 H -5.46 0.53 2.79
28 H -2.75 2.39 0.96
29 H -3.85 2.54 2.35
30 H -4.48 2.65 0.70
31 H -4.72 -0.02 -0.96
32 H -5.05 -1.75 -1.23
33 H -3.79 -0.92 -2.16
34 H -1.85 -2.82 0.33
35 H -1.86 -2.33 -1.38
36 H -3.14 -3.37 -0.74
37 H -1.75 -1.87 5.66
38 H -1.49 -3.61 5.81
39 H -2.99 -3.01 5.08
40 H -0.58 -4.13 2.35
41 H -2.21 -4.52 2.97
42 H -0.76 -4.89 3.93
43 C 4.12 1.75 0.29
44 C 4.54 0.46 -0.41
45 Ge 3.01 -0.44 -1.26
46 C 3.49 -2.16 -2.08
47 C 2.29 -2.86 -2.70
48 C 2.54 0.72 -2.75
49 C 1.55 1.59 -2.95
50 Ge 0.12 1.54 -1.59
51 C -0.13 3.22 -0.53
52 C -1.12 4.27 -1.02
53 C -1.65 1.06 -2.39
54 C -2.14 1.73 -3.68
55 C 1.53 2.51 -4.12
56 C 0.67 3.60 -4.13
57 C 0.64 4.50 -5.18
58 C 1.47 4.32 -6.27
59 C 2.34 3.23 -6.29
60 C 2.37 2.34 -5.23
61 H 4.98 2.27 0.72
62 H 3.42 1.55 1.11
63 H 3.63 2.43 -0.40
64 H 5.05 -0.22 0.26
65 H 5.24 0.69 -1.22
66 H 3.99 -2.79 -1.34
67 H 4.24 -1.94 -2.85
68 H 1.53 -3.08 -1.95
69 H 2.56 -3.80 -3.18
70 H 1.82 -2.23 -3.46
71 H 3.37 0.68 -3.46
72 H 0.86 3.66 -0.37
73 H -0.46 2.86 0.45
74 H -0.75 4.83 -1.88
75 H -1.33 5.01 -0.23
76 H -2.08 3.83 -1.30
77 H -2.38 1.22 -1.59
78 H -1.62 -0.02 -2.55
79 H -2.27 2.81 -3.55
80 H -3.10 1.32 -3.99
81 H -1.44 1.59 -4.50
82 H 0.01 3.76 -3.29
83 H -0.05 5.34 -5.15
84 H 1.45 5.01 -7.10
85 H 2.99 3.07 -7.14
86 H 3.05 1.50 -5.28
87 C 1.95 -1.10 0.41
88 C 2.76 -1.99 1.23
89 C 2.67 -3.37 1.07
90 C 3.39 -4.22 1.90
91 C 4.21 -3.70 2.90
92 C 4.30 -2.33 3.06
93 C 3.58 -1.47 2.24
94 H 2.04 -3.78 0.30
95 H 3.32 -5.29 1.76
96 H 4.77 -4.37 3.54
97 H 4.94 -1.92 3.84
98 H 3.66 -0.40 2.37

Summary:
LUMO (alpha / beta) (eV): -2.806 / -2.391
HOMO (alpha / beta) (eV): -10.2 / -10.0
Frontier orbital gap (alpha / beta) (eV): 7.40 / 7.65
2S+1: 2
Net charge: +1
Calculated total energy (Ha): -7439.40744

Atom charges from the Mulliken analysis, given in e for atoms 1 to 6: -0.328, -1.002, 0.613, -1.031, -0.418, 0.318